No. 1
Computed, not measured: a single C5H11N molecule at a distorted geometry, with wB97M-V/def2-TZVPD.

- SMILES string = C=CC[C@@H](C)N
- total energy (eV) = -6851.3162

Each line ends with the Löwdin charge.
Geometry (Å):
C (-0.124, 0.122, 1.922)  -0.11
C (-0.021, -0.649, 0.618)  -0.51
C (-0.414, 0.275, -0.460)  -0.23
C (0.688, 0.997, -1.056)  -0.25
C (0.996, 1.273, -2.246)  -0.02
N (-0.908, -1.787, 0.803)  0.00
H (0.240, -0.509, 2.787)  0.08
H (0.584, 0.981, 1.895)  0.07
H (-1.186, 0.454, 2.201)  0.11
H (1.003, -1.147, 0.486)  0.17
H (-1.285, 0.932, -0.510)  0.14
H (-0.604, -0.520, -1.203)  0.13
H (1.446, 1.188, -0.287)  0.11
H (2.002, 1.556, -2.528)  0.06
H (0.319, 1.263, -3.173)  0.10
H (-1.113, -2.107, 1.761)  0.08
H (-1.806, -1.684, 0.282)  0.08

=====

No. 2
Computed, not measured: a molecular structure, C17H25AsN4O2PTl, with wB97M-V/def2-TZVPD.

- total energy (eV) = -102911.4253

Each line ends with the Löwdin charge.
Geometry (Å):
Tl (1.288, 2.382, -1.161)  0.73
C (-2.558, 3.045, -4.991)  -0.36
As (-1.829, 2.094, -3.446)  0.99
C (-0.330, 1.237, -4.378)  -0.37
C (-3.024, 0.538, -3.524)  -0.35
H (-2.630, 2.379, -5.850)  0.02
H (-1.910, 3.885, -5.238)  0.02
H (-3.546, 3.433, -4.747)  0.02
H (-0.679, 0.732, -5.279)  0.03
H (0.150, 0.503, -3.728)  0.00
H (0.409, 1.990, -4.649)  0.01
H (-3.163, 0.217, -4.556)  0.03
H (-3.991, 0.780, -3.084)  0.02
H (-2.583, -0.284, -2.961)  -0.01
C (-2.593, -2.030, 0.205)  -0.19
N (-1.148, -2.233, 0.179)  -0.14
C (-0.659, -2.309, 1.556)  -0.18
N (-1.034, -1.163, 2.386)  -0.15
C (-2.484, -1.007, 2.338)  -0.20
N (-3.029, -0.872, 0.987)  -0.15
C (-2.603, 0.382, 0.364)  -0.33
P (-0.762, 0.511, 0.189)  0.92
C (-0.472, -1.162, -0.556)  -0.31
C (-0.353, 0.055, 1.942)  -0.31
H (-3.049, -2.919, 0.648)  0.13
H (-2.960, -1.929, -0.819)  0.12
H (0.429, -2.402, 1.538)  0.13
H (-1.080, -3.207, 2.013)  0.13
H (-2.770, -0.133, 2.928)  0.13
H (-2.935, -1.892, 2.791)  0.13
H (-2.961, 1.226, 0.960)  0.09
H (-3.063, 0.471, -0.622)  0.06
H (0.604, -1.355, -0.589)  0.06
H (-0.835, -1.155, -1.589)  0.07
H (-0.632, 0.888, 2.594)  0.10
H (0.723, -0.080, 2.034)  0.07
O (2.889, -1.647, -0.237)  0.07
C (3.013, -0.648, 0.438)  -0.45
N (2.491, 0.602, 0.160)  -0.01
C (2.755, 1.435, 1.195)  -0.55
O (2.346, 2.600, 1.248)  -0.10
C (3.556, 0.720, 2.241)  -0.10
C (4.066, 1.126, 3.455)  0.00
C (4.766, 0.177, 4.198)  -0.07
C (4.934, -1.123, 3.726)  -0.07
C (4.407, -1.518, 2.497)  0.00
C (3.722, -0.568, 1.771)  -0.10
H (3.925, 2.138, 3.812)  0.12
H (5.185, 0.451, 5.157)  0.10
H (5.481, -1.836, 4.328)  0.10
H (4.528, -2.526, 2.122)  0.12